Here is 2 unconnected molecules or ions with the total composition C5H14 from the OMol25 dataset. Energies are from ωB97M-V with the def2-TZVPD basis set.

Computed properties:
**Total energy**: -5410.195 eV
**HOMO-LUMO gap**: 0.4410 hartree
**Energy relative to the best compared isomer or geometry (same formula, charge and spin)**: 178.90 kJ/mol
**Structure (SMILES)**: CCC.CC
**HOMO**: -10.9 eV

Each atom is followed by the atoms it is bonded to, with distances in Å.
Cartesian coordinates (Å):
1 C 0.486 -1.496 1.720  C2 1.536, H4 1.150, H5 1.121, H6 1.068
2 C 1.137 -2.200 0.520  C1 1.536, C3 1.521, H7 1.264, H8 1.100
3 C 0.427 -2.122 -0.823  C2 1.521, H9 1.028, H10 1.087, H11 1.089
4 H 0.622 -0.359 1.608  C1 1.150
5 H 1.056 -1.850 2.618  C1 1.121
6 H -0.564 -1.552 1.902  C1 1.068
7 H 2.266 -1.646 0.393  C2 1.264
8 H 1.173 -3.281 0.723  C2 1.100
9 H 0.105 -1.155 -0.961  C3 1.028
10 H 1.029 -2.288 -1.712  C3 1.087
11 H -0.390 -2.841 -0.843  C3 1.089
12 C -0.420 2.074 -0.293  C13 1.535, H14 1.096, H15 1.031, H16 1.146
13 C -1.371 3.108 -0.911  C12 1.535, H17 1.095, H18 1.223, H19 1.043
14 H -0.633 1.183 -0.896  C12 1.096
15 H 0.537 2.177 -0.663  C12 1.031
16 H -0.598 2.007 0.837  C12 1.146
17 H -0.824 3.510 -1.770  C13 1.095
18 H -1.776 3.891 -0.064  C13 1.223
19 H -2.261 2.840 -1.385  C13 1.043

Here is 2 unconnected molecules or ions with the total composition C5H14 from the OMol25 dataset. Energies are from ωB97M-V with the def2-TZVPD basis set.

Computed properties:
**Total energy**: -5411.127 eV
**HOMO-LUMO gap**: 0.4511 hartree
**Energy relative to the best compared isomer or geometry (same formula, charge and spin)**: 88.98 kJ/mol
**Structure (SMILES)**: CCC.CC
**HOMO**: -11.1 eV

Each atom is followed by the atoms it is bonded to, with distances in Å.
Cartesian coordinates (Å):
1 C -1.665 0.367 -0.266  C2 1.527, H4 1.115, H5 1.077, H6 1.097
2 C -1.645 0.253 -1.789  C1 1.527, C3 1.579, H7 1.080, H8 1.086
3 C -0.217 0.767 -2.226  C2 1.579, H9 1.094, H10 1.098, H11 1.079
4 H -2.659 0.176 0.202  C1 1.115
5 H -1.070 -0.303 0.330  C1 1.077
6 H -1.508 1.418 0.006  C1 1.097
7 H -2.315 0.946 -2.276  C2 1.080
8 H -1.844 -0.744 -2.168  C2 1.086
9 H 0.424 1.110 -1.409  C3 1.094
10 H -0.409 1.653 -2.847  C3 1.098
11 H 0.355 0.087 -2.838  C3 1.079
12 C 0.980 -0.268 2.193  C13 1.549, H14 1.091, H15 1.103, H16 1.073
13 C 2.024 -1.250 1.605  C12 1.549, H17 1.098, H18 1.082, H19 1.094
14 H 1.040 -0.308 3.282  C12 1.091
15 H 1.448 0.694 1.924  C12 1.103
16 H 0.007 -0.242 1.743  C12 1.073
17 H 2.804 -0.687 1.075  C13 1.098
18 H 1.602 -2.062 1.027  C13 1.082
19 H 2.645 -1.608 2.431  C13 1.094

Here is 2 unconnected molecules or ions with the total composition C5H14 from the OMol25 dataset. Energies are from ωB97M-V with the def2-TZVPD basis set.

Computed properties:
**Total energy**: -5411.405 eV
**HOMO-LUMO gap**: 0.4557 hartree
**Energy relative to the best compared isomer or geometry (same formula, charge and spin)**: 62.16 kJ/mol
**Structure (SMILES)**: CCC.CC
**HOMO**: -11.3 eV

Each atom is followed by the atoms it is bonded to, with distances in Å.
Cartesian coordinates (Å):
1 C 0.904 0.205 1.783  C2 1.533, H4 1.088, H5 1.092, H6 1.090
2 C -0.552 0.404 1.348  C1 1.533, C3 1.552, H7 1.089, H8 1.089
3 C -1.143 1.747 1.853  C2 1.552, H9 1.102, H10 1.086, H11 1.089
4 H 0.918 -0.290 2.751  C1 1.088
5 H 1.458 -0.389 1.053  C1 1.092
6 H 1.443 1.153 1.822  C1 1.090
7 H -1.163 -0.384 1.783  C2 1.089
8 H -0.629 0.481 0.264  C2 1.089
9 H -1.381 1.653 2.925  C3 1.102
10 H -2.137 1.895 1.443  C3 1.086
11 H -0.353 2.495 1.912  C3 1.089
12 C -0.248 -1.433 -2.028  C13 1.516, H14 1.085, H15 1.099, H16 1.091
13 C 0.937 -0.811 -2.742  C12 1.516, H17 1.080, H18 1.097, H19 1.093
14 H -0.142 -1.493 -0.950  C12 1.085
15 H -1.147 -0.811 -2.139  C12 1.099
16 H -0.621 -2.355 -2.478  C12 1.091
17 H 0.628 -0.302 -3.644  C13 1.080
18 H 1.713 -1.568 -2.910  C13 1.097
19 H 1.514 -0.197 -2.047  C13 1.093

Here is 2 unconnected molecules or ions with the total composition C5H14 from the OMol25 dataset. Energies are from ωB97M-V with the def2-TZVPD basis set.

Computed properties:
**Total energy**: -5410.736 eV
**HOMO-LUMO gap**: 0.4554 hartree
**Energy relative to the best compared isomer or geometry (same formula, charge and spin)**: 126.77 kJ/mol
**Structure (SMILES)**: CCC.CC
**HOMO**: -11.2 eV

Each atom is followed by the atoms it is bonded to, with distances in Å.
Cartesian coordinates (Å):
1 C 0.751 -2.396 0.635  C2 1.536, H4 0.990, H5 1.087, H6 1.104
2 C 1.068 -1.511 -0.580  C1 1.536, C3 1.566, H7 1.152, H8 1.112
3 C 1.822 -0.247 -0.045  C2 1.566, H9 1.078, H10 1.099, H11 1.121
4 H -0.034 -2.094 1.157  C1 0.990
5 H 1.695 -2.562 1.146  C1 1.087
6 H 0.475 -3.429 0.357  C1 1.104
7 H 1.629 -2.252 -1.260  C2 1.152
8 H 0.169 -1.305 -1.201  C2 1.112
9 H 1.092 0.483 0.262  C3 1.078
10 H 2.434 -0.557 0.814  C3 1.099
11 H 2.472 0.281 -0.791  C3 1.121
12 C -1.310 2.623 -0.178  C13 1.560, H14 1.113, H15 1.145, H16 1.147
13 C -2.032 1.295 0.206  C12 1.560, H17 1.116, H18 1.049, H19 1.046
14 H -0.222 2.463 -0.011  C12 1.113
15 H -1.553 2.856 -1.273  C12 1.145
16 H -1.771 3.561 0.294  C12 1.147
17 H -2.612 1.162 -0.739  C13 1.116
18 H -2.686 1.158 1.014  C13 1.049
19 H -1.388 0.471 0.192  C13 1.046

Here is 2 unconnected molecules or ions with the total composition C5H14 from the OMol25 dataset. Energies are from ωB97M-V with the def2-TZVPD basis set.

Computed properties:
**Total energy**: -5411.470 eV
**HOMO-LUMO gap**: 0.4496 hartree
**Energy relative to the best compared isomer or geometry (same formula, charge and spin)**: 55.93 kJ/mol
**Structure (SMILES)**: CCC.CC
**HOMO**: -11.1 eV

Each atom is followed by the atoms it is bonded to, with distances in Å.
Cartesian coordinates (Å):
1 C 0.637 -0.333 1.244  C2 1.560, H4 1.082, H5 1.088, H6 1.105
2 C 1.347 -1.436 0.398  C1 1.560, C3 1.518, H7 1.106, H8 1.097
3 C 2.420 -0.704 -0.388  C2 1.518, H9 1.093, H10 1.092, H11 1.089
4 H 0.620 0.615 0.722  C1 1.082
5 H -0.327 -0.519 1.714  C1 1.088
6 H 1.308 -0.092 2.088  C1 1.105
7 H 0.589 -1.889 -0.269  C2 1.106
8 H 1.712 -2.309 0.953  C2 1.097
9 H 2.703 -1.237 -1.300  C3 1.093
10 H 3.400 -0.567 0.072  C3 1.092
11 H 2.190 0.298 -0.748  C3 1.089
12 C -1.562 1.619 -0.522  C13 1.503, H14 1.089, H15 1.093, H16 1.100
13 C -2.706 0.654 -0.661  C12 1.503, H17 1.086, H18 1.096, H19 1.089
14 H -1.262 1.849 0.499  C12 1.089
15 H -0.702 1.366 -1.146  C12 1.093
16 H -1.846 2.602 -0.926  C12 1.100
17 H -2.419 -0.385 -0.800  C13 1.086
18 H -3.355 0.892 -1.512  C13 1.096
19 H -3.412 0.784 0.157  C13 1.089

Here is 2 unconnected molecules or ions with the total composition C5H14 from the OMol25 dataset. Energies are from ωB97M-V with the def2-TZVPD basis set.

Computed properties:
**Total energy**: -5400.709 eV
**HOMO-LUMO gap (alpha / beta)**: 0.4330 / 0.1456 hartree
**Energy relative to the best compared isomer or geometry (same formula, charge and spin)**: 38.25 kJ/mol
**2S+1**: 2
**<S²>**: 0.753
**Net charge**: +1
**HOMO (alpha / beta)**: -14.9 / -14.7 eV

Each atom is followed by the atoms it is bonded to, with distances in Å.
Cartesian coordinates (Å):
1 C 1.125 -0.607 -1.313  C2 1.466, C3 1.580, H4 1.090, H5 1.111
2 C 1.512 -1.145 -2.621  C1 1.466, H6 1.088, H7 1.095, H10 1.131
3 C 0.035 0.522 -1.495  C1 1.580, H8 1.086, H9 1.101, H11 1.091
4 H 0.842 -1.384 -0.603  C1 1.090
5 H 1.957 -0.053 -0.827  C1 1.111
6 H 1.542 -0.442 -3.451  C2 1.088
7 H 0.976 -2.052 -2.919  C2 1.095
8 H 0.267 1.251 -2.266  C3 1.086
9 H -0.889 -0.038 -1.709  C3 1.101
10 H 2.560 -1.542 -2.464  C2 1.131
11 H -0.094 0.961 -0.505  C3 1.091
12 C -1.745 0.319 3.023  C13 1.516, H14 1.090, H15 1.085, H16 1.087
13 C -0.720 0.852 2.042  C12 1.516, H17 1.094, H18 1.091, H19 1.102
14 H -1.296 0.104 3.992  C12 1.090
15 H -2.596 0.976 3.165  C12 1.085
16 H -2.102 -0.654 2.698  C12 1.087
17 H 0.103 0.134 2.088  C13 1.094
18 H -0.335 1.869 2.140  C13 1.091
19 H -1.142 0.931 1.027  C13 1.102

Here is 2 unconnected molecules or ions with the total composition C5H14 from the OMol25 dataset. Energies are from ωB97M-V with the def2-TZVPD basis set.

Computed properties:
**Total energy**: -5399.034 eV
**HOMO-LUMO gap (alpha / beta)**: 0.4040 / 0.1332 hartree
**Energy relative to the best compared isomer or geometry (same formula, charge and spin)**: 199.89 kJ/mol
**2S+1**: 2
**<S²>**: 0.753
**Net charge**: +1
**HOMO (alpha / beta)**: -14.6 / -14.6 eV

Each atom is followed by the atoms it is bonded to, with distances in Å.
Cartesian coordinates (Å):
1 C 0.623 -1.357 2.085  C2 1.527, H3 1.047, H4 1.088, H5 1.209
2 C 2.061 -1.614 1.639  C1 1.527, H6 1.089, H7 1.018, H8 1.052
3 H 0.157 -1.112 1.180  C1 1.047
4 H 0.170 -2.267 2.473  C1 1.088
5 H 0.586 -0.512 2.949  C1 1.209
6 H 2.296 -2.637 1.349  C2 1.089
7 H 2.725 -1.183 2.279  C2 1.018
8 H 2.210 -1.207 0.681  C2 1.052
9 C -0.703 1.397 -1.626  C10 1.542, C11 1.517, H12 1.204, H13 1.087
10 C -0.284 -0.072 -1.411  C9 1.542, H14 1.084, H15 1.107, H18 1.088
11 C -2.044 1.966 -1.205  C9 1.517, H16 1.176, H17 0.993, H19 1.104
12 H 0.183 2.050 -1.139  C9 1.204
13 H -0.374 1.660 -2.628  C9 1.087
14 H -1.096 -0.365 -0.755  C10 1.084
15 H 0.488 -0.114 -0.619  C10 1.107
16 H -1.818 2.601 -0.241  C11 1.176
17 H -2.494 2.591 -1.832  C11 0.993
18 H -0.150 -0.826 -2.183  C10 1.088
19 H -2.537 1.001 -0.995  C11 1.104

Here is 2 unconnected molecules or ions with the total composition C5H14 from the OMol25 dataset. Energies are from ωB97M-V with the def2-TZVPD basis set.

Computed properties:
**Total energy**: -5400.500 eV
**HOMO-LUMO gap (alpha / beta)**: 0.4278 / 0.1584 hartree
**Energy relative to the best compared isomer or geometry (same formula, charge and spin)**: 58.44 kJ/mol
**2S+1**: 2
**<S²>**: 0.753
**Net charge**: +1
**HOMO (alpha / beta)**: -14.8 / -14.8 eV

Each atom is followed by the atoms it is bonded to, with distances in Å.
Cartesian coordinates (Å):
1 C 1.512 2.518 0.816  C2 1.520, H3 1.084, H4 1.095, H5 1.092
2 C 0.197 1.763 0.926  C1 1.520, H6 1.087, H7 1.091, H8 1.107
3 H 1.509 3.486 0.327  C1 1.084
4 H 1.750 2.695 1.871  C1 1.095
5 H 2.266 1.881 0.349  C1 1.092
6 H -0.564 2.368 1.414  C2 1.087
7 H 0.398 0.762 1.313  C2 1.091
8 H -0.176 1.443 -0.066  C2 1.107
9 C -1.130 -1.511 -1.002  C10 1.499, C11 1.543, H12 1.119, H13 1.096
10 C -1.134 -1.464 0.497  C9 1.499, H14 1.138, H16 1.084, H17 1.090
11 C 0.334 -1.643 -1.470  C9 1.543, H15 1.090, H18 1.091, H19 1.127
12 H -1.613 -2.418 -1.445  C9 1.119
13 H -1.730 -0.658 -1.338  C9 1.096
14 H -2.153 -1.837 0.838  C10 1.138
15 H 1.112 -1.645 -0.707  C11 1.090
16 H -1.083 -0.458 0.897  C10 1.084
17 H -0.519 -2.221 0.985  C10 1.090
18 H 0.667 -2.399 -2.181  C11 1.091
19 H 0.356 -0.663 -2.026  C11 1.127